1.
Density functional theory data (the ωB97M-V functional and the def2-TZVPD basis) for one molecule with the formula C5H5NO in a non-equilibrium geometry.

The geometry in ORCA input format:
```
! RIJCOSX wB97M-V def2-TZVPD def2/J DEFGRID3
* xyz 0 1
O 0.5732 1.9703 0.4315
C -0.3031 0.9350 0.7816
C -0.5110 -0.0365 -0.4093
C 0.7032 -0.8317 -0.6447
C 1.7168 -1.4653 -0.7767
C -1.6796 -0.9026 -0.1817
N -2.6187 -1.5467 0.0132
H 1.4520 1.5912 0.2965
H 0.0481 0.3619 1.6505
H -1.2598 1.3974 1.0356
H -0.7210 0.5808 -1.2918
H 2.5999 -2.0538 -0.9047
*
```

LUMO energy (eV): 0.6883
E (eV): -8800.9912
Orbital gap (eV): 11.481
ΔE to the lowest compared entry with this formula, charge and spin (kcal per mole): 56.0
HOMO energy (eV): -10.79

Here are the Mulliken charges for atoms 1 to 5, given in e: number 1, O, carries -0.513; number 2, C, carries -0.713; number 3, C, carries 0.702; number 4, C, carries -0.969; number 5, C, carries 0.201


2.
Density functional theory data (the ωB97M-V functional and the def2-TZVPD basis) for one molecule with the formula C5H9NO in a non-equilibrium geometry.

The geometry in ORCA input format:
```
! RIJCOSX wB97M-V def2-TZVPD def2/J DEFGRID3
* xyz 0 1
C 1.3856 -0.5525 -1.2727
C -1.9119 -0.1266 0.8436
C 1.2350 0.3476 -0.1018
C 0.1983 -0.8696 -0.4135
C -0.9050 0.1148 -0.2628
O 2.1531 0.2593 0.9450
N 0.0951 1.1607 0.1133
H 1.9203 0.9060 1.6312
H 0.1095 2.0040 -0.4592
H 2.2189 -1.2467 -1.2505
H 1.2154 -0.1104 -2.2514
H 0.2146 -1.6633 0.3222
H -1.3946 0.3557 -1.2150
H -2.4657 -1.0508 0.6505
H -1.4313 -0.2201 1.8228
H -2.6372 0.6919 0.8981
*
```

LUMO energy (eV): 1.0442
E (eV): -8866.0109
Orbital gap (eV): 8.973
ΔE to the lowest compared entry with this formula, charge and spin (kcal per mole): 73.8
HOMO energy (eV): -7.93

Here are the Mulliken charges for atoms 1 to 5, given in e: number 1, C, carries -0.681; number 2, C, carries -1.429; number 3, C, carries 0.565; number 4, C, carries -0.368; number 5, C, carries 0.269